Entry 1:
Below is a single CH5INPS molecule, with properties calculated with the ωB97M-V functional and the def2-TZVPD basis.

Geometry as XYZ:
```
10
Properties=species:S:1:pos:R:3:lowdin_charge:R:1
C 0.480 -0.425 -1.241 -0.354
N 0.104 -0.368 1.494 -0.250
P -0.452 0.333 0.071 0.046
S -0.248 2.801 -0.154 -0.194
I -2.622 -0.766 -0.104 0.457
H 0.177 -1.433 -1.062 0.004
H 0.417 0.360 -2.116 0.098
H 1.518 -0.235 -0.831 0.058
H 1.097 -0.168 1.584 0.045
H -0.473 -0.099 2.358 0.090
```

Values from the calculation:
LUMO	-1.0	eV
HOMO	-8.20	eV
gap between HOMO and LUMO	7.25	eV
molecular weight	221.0	g/mol
SMILES	C[P@@](N)(=S)I
energy	-30832.0241	eV

Entry 2:
Below is 2 unconnected molecules or ions with the total composition C6H16N, with properties calculated with the ωB97M-V functional and the def2-TZVPD basis.

Geometry as XYZ:
```
23
Properties=species:S:1:pos:R:3:lowdin_charge:R:1
C 1.663 -1.166 -1.837 -0.060
C 0.350 -2.954 -0.662 -0.146
N 0.606 -1.755 -0.965 -0.199
H 2.557 -1.069 -1.187 0.086
H 1.368 -0.176 -2.110 0.044
H 1.812 -1.809 -2.714 0.085
H 0.715 -3.756 -1.239 0.018
H -0.358 -3.131 0.212 0.062
H 0.182 -1.039 -0.358 0.034
C -0.612 2.526 1.353 -0.095
C -1.113 1.163 0.738 -0.498
C -0.533 1.030 -0.667 -0.110
C -0.650 0.035 1.615 -0.108
H -0.795 2.681 2.420 0.061
H 0.501 2.581 1.163 0.086
H -1.075 3.456 0.855 0.093
H -2.188 1.257 0.698 0.121
H -1.001 0.152 -1.084 0.078
H 0.578 0.890 -0.466 0.085
H -0.628 1.995 -1.187 0.091
H -0.789 0.188 2.685 0.074
H -1.078 -0.972 1.293 0.089
H 0.487 -0.126 1.445 0.109
```

Values from the calculation:
LUMO (alpha / beta)	1.0 / 0.9	eV
HOMO (alpha / beta)	-5.02 / -10.53	eV
expectation value of S²	0.75
gap between HOMO and LUMO (alpha / beta)	6.00 / 11.46	eV
molecular weight	102.2	g/mol
energy	-7968.5858	eV
spin multiplicity	2

Entry 3:
Below is a molecular structure, C8H3MgN2O4S, with properties calculated with the ωB97M-V functional and the def2-TZVPD basis.

Geometry as XYZ:
```
19
Properties=species:S:1:pos:R:3:lowdin_charge:R:1
Mg -0.010 0.730 -1.789 0.637
O 3.468 -0.609 -0.293 0.046
C 2.324 -0.360 -0.632 -0.587
O 1.908 0.222 -1.710 -0.120
C 1.174 -0.745 0.322 -0.155
C 1.222 -1.183 1.632 0.012
C 0.004 -1.401 2.278 -0.042
C -1.217 -1.188 1.636 0.012
C -1.176 -0.750 0.326 -0.155
N -0.002 -0.569 -0.253 0.060
C -2.331 -0.370 -0.623 -0.587
O -3.473 -0.616 -0.276 0.047
O -1.921 0.213 -1.703 -0.121
H 2.173 -1.333 2.123 0.116
H 0.007 -1.732 3.309 0.102
H -2.166 -1.342 2.132 0.116
S -0.018 2.967 -0.829 0.530
C 0.009 3.772 -2.306 -0.910
N 0.027 4.294 -3.344 0.003
```

Values from the calculation:
LUMO	2.7	eV
total charge	-1
HOMO	-5.58	eV
gap between HOMO and LUMO	8.30	eV
molecular weight	247.5	g/mol
energy	-35801.7195	eV

Entry 4:
Below is a molecular structure, C14H13AlCl2F4NO4, with properties calculated with the ωB97M-V functional and the def2-TZVPD basis.

Geometry as XYZ:
```
39
Properties=species:S:1:pos:R:3:lowdin_charge:R:1
C 4.787 -1.254 1.085 -0.149
C 3.551 -1.322 0.022 -0.632
Cl 3.995 -2.719 -1.136 0.496
C 2.176 -1.612 0.794 -0.186
C 0.991 -0.596 0.477 -0.085
C -0.401 -1.113 0.029 0.071
C -1.580 -0.103 -0.237 -0.126
C -2.977 -0.750 -0.643 -0.091
C -3.423 -1.541 0.831 -0.153
C -4.388 -0.592 1.854 -0.078
O -2.824 -0.969 2.081 -0.196
C -1.372 1.432 -0.067 -0.418
Cl -2.744 2.583 -0.367 0.633
C 0.017 1.956 0.352 -0.013
C 1.161 0.932 0.609 0.019
C 2.422 1.806 1.002 -0.280
O 3.521 1.525 1.517 0.078
N 2.040 3.225 0.667 -0.014
O 2.375 3.841 1.893 -0.030
C 0.564 3.420 0.638 -0.299
O -0.086 4.465 0.834 0.088
H 5.299 -0.239 0.873 0.076
H 4.357 -1.175 2.148 0.074
H 5.534 -2.101 0.955 0.056
H 3.455 -0.381 -0.609 0.103
H 1.807 -2.651 0.442 0.100
H 2.290 -1.717 1.936 0.125
H -0.623 -2.235 -0.102 0.126
H -3.809 -0.006 -0.849 0.098
H -2.890 -1.590 -1.403 0.112
H -3.663 -2.715 0.772 0.163
H -5.110 -1.525 1.891 0.055
H -4.375 -0.524 2.984 0.115
H 1.710 3.475 2.530 0.124
F -0.649 -0.047 -4.322 -0.256
Al -2.355 0.155 -4.763 0.048
F -2.691 -0.738 -6.258 -0.257
F -2.705 1.875 -5.008 -0.254
F -3.385 -0.479 -3.452 -0.242
```

Values from the calculation:
LUMO	0.8	eV
total charge	-1
HOMO	-6.65	eV
gap between HOMO and LUMO	7.43	eV
molecular weight	433.1	g/mol
energy	-66918.7853	eV

Entry 5:
Below is a molecular structure, C4H7ClN2, with properties calculated with the ωB97M-V functional and the def2-TZVPD basis.

Geometry as XYZ:
```
14
Properties=species:S:1:pos:R:3:lowdin_charge:R:1
C -0.150 0.830 -0.132 -0.433
C 0.602 -0.541 -0.075 -0.771
C 0.524 2.107 0.197 -0.096
C -0.961 -2.223 0.301 0.070
N -0.081 0.603 -1.546 0.032
N 0.561 -0.482 -1.476 0.018
Cl 1.852 -1.242 0.823 0.700
H -1.312 0.804 0.157 0.176
H 0.399 2.325 1.335 0.112
H 0.070 2.966 -0.472 0.118
H 1.538 2.075 -0.181 0.067
H -1.982 -2.331 -0.053 0.021
H -0.871 -2.012 1.302 -0.039
H -0.188 -2.879 -0.180 0.025
```

Values from the calculation:
LUMO (alpha / beta)	-0.4 / -0.5	eV
HOMO (alpha / beta)	-8.74 / -8.84	eV
gap between HOMO and LUMO (alpha / beta)	8.34 / 8.33	eV
molecular weight	118.6	g/mol
energy	-19758.5067	eV

Entry 6:
Below is a single C3H6N2S2 molecule, with properties calculated with the ωB97M-V functional and the def2-TZVPD basis.

Geometry as XYZ:
```
13
Properties=species:S:1:pos:R:3:lowdin_charge:R:1
C -0.476 1.683 -0.017 -0.073
C 0.575 0.491 -0.059 -0.500
C -1.287 -1.293 -0.320 -0.668
H 0.009 2.622 -0.054 0.048
H -1.164 1.238 0.859 0.038
H -1.158 1.772 -0.881 0.064
H 0.833 -1.563 -0.613 0.065
H -1.381 -2.328 -0.594 0.049
H 1.939 -1.198 1.460 0.008
N 0.074 -0.878 -0.257 -0.088
N 1.822 0.762 0.013 -0.273
S -2.540 -0.513 0.301 0.704
S 2.754 -0.796 0.163 0.626
```

Values from the calculation:
LUMO	-0.3	eV
HOMO	-8.88	eV
gap between HOMO and LUMO	8.61	eV
molecular weight	134.2	g/mol
SMILES	C/C(=N/S)NC=S
energy	-27856.2689	eV